[1]
# C34H49IN6O4S2

3 unconnected molecules or ions with the total composition C34H49IN6O4S2 in a non-equilibrium geometry (wB97M-V/def2-TZVPD, the Open Molecules 2025 dataset).

Each line ends with the Löwdin charge.
Cartesian coordinates (Å):
C 6.30644 -1.40523 -1.51569  -0.14
C 5.54086 -2.74282 -2.06307  -0.23
C 4.15343 -2.82050 -1.20055  -0.18
C 3.05857 -3.62046 -2.08933  -0.17
O 1.74048 -3.03469 -2.12189  -0.18
N 1.13174 -2.85906 -0.92946  -0.17
C 1.21929 -3.94402 0.03610  -0.15
C 0.49557 -5.28873 -0.32083  0.01
C 0.45680 -6.52781 0.62627  -0.07
C 1.17643 -6.40229 1.99515  -0.08
C 1.93021 -5.10244 2.41460  -0.07
C 1.93485 -3.89355 1.43319  -0.37
S 2.79001 -2.31074 1.95092  0.86
C 1.87300 -1.04237 0.92820  -0.38
C 1.83273 0.44706 1.43005  -0.49
S 2.75107 0.81905 2.99013  0.69
C 1.05172 1.57571 0.65678  -0.12
C 1.00106 3.06050 1.23084  -0.12
C 2.18555 4.03352 0.72193  -0.59
N 3.20063 3.37886 -0.14235  0.08
N 1.53324 5.22633 0.08015  0.04
N 2.88208 4.55687 1.96402  0.04
C 0.32579 1.10754 -0.65576  -0.14
C -0.53793 2.15561 -1.50267  -0.15
C -2.12903 1.96256 -1.18291  -0.37
C -2.46411 2.95668 0.02894  -0.05
O -2.81120 2.25875 -2.42884  -0.18
C -4.21456 2.53137 -2.24162  -0.19
C -5.02447 1.39611 -1.46505  -0.15
C -6.06660 1.86544 -0.38139  -0.04
C -6.96020 0.86904 0.41990  -0.08
C -6.85600 -0.66825 0.17595  -0.07
C -5.80940 -1.13797 -0.88826  -0.05
C -4.91634 -0.12869 -1.69681  -0.03
C 0.37829 -0.38467 -1.16528  -0.43
I -0.70076 -0.87762 -3.02013  0.88
C 1.16132 -1.50659 -0.37880  -0.17
H 7.44494 -1.50788 -1.60458  0.07
H 6.03795 -1.24728 -0.41487  0.07
H 5.97794 -0.46243 -2.08309  0.08
H 5.35375 -2.54218 -3.17553  0.10
H 6.21067 -3.64748 -1.87918  0.11
H 3.86999 -1.73877 -0.98388  0.10
H 4.40237 -3.44828 -0.28329  0.10
H 3.46009 -3.54780 -3.17418  0.13
H 3.07633 -4.75835 -1.87122  0.13
H -0.06270 -5.37724 -1.30784  0.10
H -0.13104 -7.45890 0.28835  0.09
H 1.13662 -7.28997 2.71910  0.09
H 2.45151 -5.02904 3.42138  0.09
H 3.98594 1.39855 2.71114  -0.11
H 0.01348 3.59880 1.03194  0.08
H 1.08830 2.97300 2.37880  0.09
H 3.60622 2.56721 0.34448  0.07
H 2.72869 3.11013 -1.01943  0.08
H 2.20116 5.74520 -0.50443  0.08
H 1.07083 5.81862 0.77939  0.08
H 3.88343 4.30664 1.94807  0.07
H 2.85637 5.59622 1.96324  0.07
H -0.25311 3.21181 -1.12939  0.10
H -0.36578 2.06389 -2.62518  0.09
H -2.33569 0.86137 -0.91153  0.13
H -2.16855 4.02005 -0.29636  0.10
H -3.55944 2.89577 0.39313  0.08
H -1.83760 2.58829 0.92917  0.09
H -4.42929 3.57223 -1.78239  0.13
H -4.67328 2.58477 -3.30375  0.14
H -6.22461 2.97704 -0.13550  0.09
H -7.74049 1.21355 1.19392  0.09
H -7.53445 -1.39304 0.75527  0.09
H -5.76590 -2.27637 -1.05950  0.08
H -4.17818 -0.50877 -2.47540  0.07
C -5.33616 -2.05913 -5.52440  -0.07
N -5.42721 -2.67941 -4.22060  0.01
C -5.42079 -4.00703 -3.91910  -0.55
C -5.30619 -4.98647 -5.05625  -0.01
O -5.50669 -4.36932 -2.75270  0.02
H -4.45718 -1.41066 -5.53539  0.08
H -6.23073 -1.45182 -5.67848  0.09
H -5.25448 -2.79105 -6.32547  0.07
H -5.50670 -2.08362 -3.40763  0.09
H -5.31451 -6.00300 -4.66262  0.08
H -6.15335 -4.87179 -5.73617  0.08
H -4.36700 -4.83040 -5.59176  0.08
C 2.06350 4.74445 6.63459  -0.08
N 2.99175 4.30653 5.61524  0.01
C 4.17362 3.65216 5.78088  -0.56
C 4.60714 3.32315 7.18433  -0.01
O 4.84456 3.35143 4.80312  0.00
H 1.09918 4.26660 6.44858  0.08
H 1.94848 5.82747 6.55151  0.08
H 2.40268 4.49369 7.63769  0.07
H 2.76735 4.49243 4.64533  0.11
H 5.56502 2.80346 7.15649  0.08
H 4.72827 4.24109 7.76385  0.08
H 3.87244 2.66938 7.65968  0.09

Cartesian forces (eV/Å) of the 3 atoms listed first:
C 0.13 -0.40 0.02
C 0.04 1.78 0.98
C 0.83 -1.21 -1.53

Values from the calculation:
Molecular weight = 796.8 g/mol
LUMO level = 0.0189 eV
Energy relative to the best compared isomer or geometry (same formula, charge and spin) = 1418.2 kJ/mol
Spin multiplicity = 1
E_HOMO = -7.612 eV
Structure (SMILES) = CCCCON1c2ccccc2Sc2c(S)c(CC(N)(N)N)c(C[C@@H](C)OCc3ccccc3)c(I)c21.CNC(C)=O.CNC(C)=O
Orbital gap = 7.63 eV
Maximum force = 4.80 eV/Å
Total charge = 0
Energy = -82939.586 eV

[2]
# C34H49N6O2S2SrTe

A molecular structure, C34H49N6O2S2SrTe (wB97M-V/def2-TZVPD, the Open Molecules 2025 dataset).

Each line ends with the Löwdin charge.
Cartesian coordinates (Å):
Sr -0.43934 0.53306 0.36893  0.99
C -3.68588 -3.16989 -0.50145  -0.05
C -3.08767 -1.80406 -0.30272  -0.32
N -1.73768 -1.67259 -0.21077  -0.05
N -1.04317 -2.81418 -0.44884  -0.04
C 0.22096 -3.02330 -0.13836  -0.82
N 0.75325 -4.18422 -0.75654  0.06
S 1.15853 -2.04752 0.87247  0.65
C -3.93488 -0.68087 -0.19884  -0.24
C -5.29331 -0.73096 0.09904  -0.07
C -6.00782 0.46244 0.41709  -0.15
C -5.34364 1.61459 0.65425  -0.19
C -3.87090 1.66671 0.55403  -0.73
N -3.37902 0.63500 -0.37121  -0.26
H -3.44192 -3.57316 -1.49546  0.07
H -4.76866 -3.14236 -0.44961  0.05
H -3.32453 -3.89009 0.24256  0.08
H -1.49141 -3.56398 -0.96344  0.12
H 0.88321 -4.01672 -1.75359  0.05
H 1.66940 -4.35609 -0.35895  0.05
H -5.79484 -1.68024 0.22472  0.07
H -7.08581 0.41495 0.53737  0.08
H -5.85445 2.51874 0.96419  0.08
H -3.53283 2.61379 0.14339  -0.01
C 4.60044 -2.06926 -0.37261  -0.09
C 4.02989 -0.96629 -1.26721  -0.38
C 5.17397 -0.28122 -2.02093  -0.07
C 2.96743 -1.48959 -2.22047  -0.14
C 3.24205 -2.64066 -2.95779  -0.07
C 2.29577 -3.20902 -3.79173  -0.12
C 1.03747 -2.62919 -3.88460  -0.06
C 0.71924 -1.47753 -3.17428  -0.14
C -0.63852 -0.83097 -3.28799  -0.40
C -0.62741 0.29620 -4.32095  -0.07
C -1.78360 -1.79778 -3.57581  -0.08
C 1.69975 -0.88499 -2.35582  -0.19
N 1.33655 0.23192 -1.58198  -0.01
C 2.00931 1.32359 -1.72049  -0.13
C 1.97624 2.46573 -0.87933  -0.35
C 2.81238 3.57339 -1.08761  -0.07
C 2.55874 4.44256 -0.03306  -0.07
C 1.58596 3.81337 0.76880  -0.29
N 1.23661 2.61447 0.27069  0.04
C 0.90202 4.41600 1.97819  -0.55
C -0.51053 4.85338 1.56821  -0.06
C 1.67592 5.64179 2.47308  -0.08
C 0.81639 3.40515 3.12102  -0.06
H 5.27273 -1.63004 0.36915  0.07
H 5.18039 -2.79863 -0.94514  0.06
H 3.79830 -2.58363 0.15522  0.02
H 3.55426 -0.23763 -0.60983  0.12
H 5.66873 -0.99649 -2.68496  0.07
H 5.91919 0.10333 -1.32032  0.07
H 4.82307 0.55020 -2.63094  0.06
H 4.21540 -3.10883 -2.86073  0.10
H 2.53021 -4.10556 -4.35516  0.09
H 0.28392 -3.07480 -4.52286  0.10
H -0.89211 -0.35825 -2.33507  0.05
H -0.43977 -0.10129 -5.32565  0.07
H 0.13714 1.03556 -4.08339  0.07
H -1.58766 0.81251 -4.29896  0.06
H -1.82614 -2.09867 -4.62766  0.07
H -2.71436 -1.29099 -3.31237  0.07
H -1.70482 -2.70471 -2.96930  0.05
H 2.73056 1.40825 -2.54207  0.13
H 3.50080 3.69730 -1.91216  0.09
H 3.00556 5.40869 0.14243  0.08
H -0.45860 5.59138 0.76374  0.08
H -1.03980 5.29130 2.42031  0.08
H -1.09561 4.00417 1.21519  0.03
H 1.70334 6.42737 1.71497  0.07
H 2.70493 5.38229 2.73543  0.08
H 1.18565 6.04980 3.36101  0.07
H 0.24100 2.52678 2.83625  0.02
H 0.30645 3.84913 3.98123  0.08
H 1.81732 3.09186 3.43286  0.08
C 1.60549 -0.03061 3.49815  -0.15
O 0.20872 0.14073 3.40278  -0.30
C -0.50574 -0.66185 4.32305  -0.23
C -0.67238 -2.12723 3.94976  -0.23
O -1.56554 -2.35925 2.89366  -0.21
C -2.92004 -2.19931 3.25699  -0.13
H 1.95483 0.22243 4.50915  0.09
H 2.06341 0.65550 2.78595  0.08
H 1.91681 -1.05100 3.25522  0.04
H -1.48558 -0.19197 4.42127  0.05
H -0.00109 -0.61586 5.30238  0.12
H -1.01736 -2.64863 4.86031  0.12
H 0.28245 -2.56448 3.65055  0.09
H -3.21343 -2.96522 3.99204  0.08
H -3.50780 -2.31084 2.34821  0.08
H -3.13072 -1.19882 3.64497  0.01
Te -2.88413 1.57031 2.51001  0.63
S -1.95174 2.41785 -1.66316  0.41
C -2.67995 0.86771 -1.50807  -0.65

Cartesian forces (eV/Å) of the 3 atoms listed first:
Sr -0.53 0.32 0.39
C -0.01 -0.03 0.01
C 0.08 -0.05 0.04

Values from the calculation:
Molecular weight = 853.2 g/mol
LUMO level (spin up / spin down) = 4.2511 / 4.2378 eV
Spin multiplicity = 2
E_HOMO (spin up / spin down) = 0.258 / -0.495 eV
Orbital gap (spin up / spin down) = 3.99 / 4.73 eV
Maximum force = 0.74 eV/Å
Total charge = -2
Energy = -78889.379 eV